1.
97
Properties=species:S:1:pos:R:3:forces:R:3:lowdin_charge:R:1 method="wB97M-V/def2-TZVPD" homo_energy_ev=-4.04 charge=-1
C 1.30592 2.64615 4.68382 -0.1 -0.2 0.4 -0.1458
C -0.34528 2.66772 4.75903 0.3 0.1 0.1 -0.2589
C -1.04941 3.03090 3.30868 0.3 -0.7 -0.2 -0.2092
C -2.08050 1.81316 2.82705 -0.5 0.9 0.7 -0.2144
C -3.49115 2.39519 2.17214 0.8 -1.3 -0.5 -0.2205
C -4.34044 1.08718 1.57812 0.1 1.0 0.1 -0.2278
C -3.96575 0.95698 -0.01863 -0.7 0.0 0.3 -0.2332
C -4.56056 -0.39720 -0.74617 1.2 0.4 -0.2 -0.2137
C -4.04227 -1.80330 -0.02415 -1.3 0.3 0.4 -0.2190
C -4.05072 -3.05673 -1.08584 -0.2 -0.6 0.7 -0.2207
C -2.76381 -4.08292 -0.90084 0.5 0.5 -0.9 -0.2224
C -1.42869 -3.53911 -1.68757 0.1 -0.1 -0.8 -0.2294
C -0.06000 -4.35823 -1.20159 -1.0 0.6 0.2 -0.1863
C 0.62481 -3.41782 -0.03078 0.1 -1.4 1.3 -0.1855
C 2.15428 -2.93191 -0.34651 0.7 -0.7 -1.1 -0.1122
C 2.48156 -1.36268 0.13597 -1.2 -1.5 -1.2 -0.2401
C 2.33513 -1.46309 1.76259 -1.1 1.6 1.1 -0.1496
N 3.22264 -2.47957 2.44254 -1.0 -0.4 -0.2 -0.1589
C 2.45523 -3.51937 3.22117 0.8 -0.5 1.2 -0.1670
O 1.40476 -0.66062 -0.64408 0.8 0.1 2.1 -0.1224
B 1.85069 -0.14986 -1.99013 2.0 -2.2 3.3 -1.3385
Cl 1.53231 1.70938 -2.19920 -0.1 0.3 0.1 0.5263
P 0.96848 -0.80520 -3.56404 -1.1 0.0 -2.5 0.8893
C -0.90252 -0.27704 -3.43355 0.1 0.4 -0.3 -0.3396
O 0.92881 -2.53756 -3.65939 -1.5 0.0 -0.4 -0.4313
O 3.30298 -0.54513 -1.90698 -0.6 0.3 0.6 -0.2626
C 3.86411 -0.68356 -0.51646 -1.7 0.1 -3.2 -0.2823
C 4.25135 0.86313 -0.19868 0.9 1.5 0.3 -0.1605
C 3.25449 1.71216 0.76677 0.0 0.6 1.1 -0.1567
C 5.13375 -1.67833 -0.83897 0.4 0.7 0.0 -0.4740
Cl 5.69165 -1.21234 -2.58565 -0.2 -1.2 1.2 0.5531
C 6.44570 -1.51699 0.10642 0.4 -1.6 0.6 -0.6439
C 6.18000 -1.20589 1.68710 0.5 -0.2 0.5 -0.1443
Cl 7.70462 -0.29887 -0.60763 -0.9 -0.9 1.2 0.4368
H 1.66190 1.55865 4.96729 -0.5 2.2 -0.8 0.0708
H 1.80439 3.36794 5.48086 -1.1 -1.4 -1.8 0.0712
H 1.65813 2.92542 3.59194 -0.6 -0.6 2.4 0.0668
H -0.67238 1.59867 5.11599 0.4 2.1 -0.8 0.0907
H -0.70848 3.42903 5.58605 0.7 -1.5 -1.7 0.1006
H -1.57672 4.07368 3.37737 0.8 -2.1 -0.2 0.1037
H -0.21713 3.12349 2.47260 -1.6 -0.1 1.8 0.1051
H -2.39921 1.20020 3.79637 0.7 1.2 -2.1 0.1058
H -1.50567 1.09229 2.09786 -1.3 1.4 1.3 0.1169
H -4.10678 2.97762 2.98928 1.3 -1.1 -1.7 0.1089
H -3.23700 3.07034 1.22996 -0.6 -1.1 2.2 0.1108
H -5.49132 1.35172 1.75096 2.4 -0.9 -0.6 0.1114
H -4.04762 0.10458 2.18289 -0.7 2.1 -1.3 0.1076
H -4.41964 1.92760 -0.54043 1.0 -2.1 1.0 0.1172
H -2.80019 0.99383 -0.13100 -2.1 -0.1 0.2 0.1117
H -5.73310 -0.30950 -0.79863 2.3 -0.4 0.1 0.1117
H -4.12162 -0.40620 -1.85291 -1.1 0.1 2.3 0.1042
H -3.01556 -1.66595 0.55357 -2.0 -0.2 -1.5 0.1162
H -4.85590 -2.04439 0.80759 1.8 0.4 -1.5 0.1066
H -5.01302 -3.71560 -0.86141 1.9 1.5 -0.6 0.1046
H -4.15826 -2.62400 -2.17380 0.5 -1.0 2.0 0.1066
H -3.02998 -5.13685 -1.38154 0.5 2.1 1.3 0.1114
H -2.47060 -4.18968 0.24141 -0.9 0.1 -2.3 0.1175
H -1.54780 -3.68602 -2.86089 0.0 0.3 2.4 0.1055
H -1.33208 -2.36607 -1.53289 0.0 -2.6 -0.2 0.0954
H -0.44344 -5.40926 -0.79407 0.9 2.2 -0.6 0.1039
H 0.66862 -4.60171 -2.08393 -1.4 0.8 1.7 0.0976
H 0.69514 -4.12013 0.93274 -0.2 1.6 -1.9 0.0887
H -0.12337 -2.56229 0.26827 1.7 -1.5 -0.8 0.1096
H 2.31306 -3.07411 -1.52142 -0.3 0.8 2.5 0.1278
H 2.87332 -3.72077 0.14647 -1.3 1.4 -0.8 0.0998
H 2.54322 -0.43749 2.33853 -0.4 -1.9 -1.6 0.1130
H 1.22008 -1.73803 2.09347 2.3 0.7 -1.2 0.1246
H 3.95874 -2.87504 1.82478 -1.1 0.3 0.6 0.0780
H 3.20193 -3.96224 4.03849 -1.6 0.8 -1.7 0.0849
H 1.59007 -2.99952 3.84900 1.8 -1.1 -1.6 0.0994
H 2.06389 -4.42949 2.59969 0.4 1.7 1.0 0.0662
H -1.30451 -0.32985 -2.33579 0.4 0.2 -2.2 0.0272
H -0.92312 0.82486 -3.89254 -0.1 -2.4 1.3 0.0317
H -1.48385 -0.95577 -4.19864 0.9 1.2 1.7 0.0374
H 0.23905 -2.84090 -4.33504 1.6 0.9 1.4 0.0532
H 5.34796 1.02658 0.24584 -2.3 -0.7 -0.9 0.0950
H 4.28424 1.44658 -1.24104 -0.2 -1.8 2.2 0.1295
H 2.15746 1.32359 0.85622 2.1 0.6 -0.5 0.0669
H 3.19556 2.84746 0.42348 0.2 -2.5 0.6 0.0842
H 3.69308 1.72028 1.87320 -0.9 0.0 -2.2 0.0694
H 4.87197 -2.81548 -0.90257 0.2 2.3 0.2 0.1186
H 7.01965 -2.56413 0.06940 -1.2 2.5 -0.1 0.1128
H 5.17546 -0.66626 1.94156 1.9 -1.1 -0.7 0.0721
H 6.21880 -2.23079 2.28480 -0.2 2.1 -1.3 0.0877
H 7.06763 -0.55679 2.09790 -1.8 -1.2 -0.9 0.0763
C -1.22736 4.06595 -3.04390 0.7 -0.2 0.3 -0.0546
O -2.40114 4.17306 -3.84715 -1.2 1.1 0.1 -0.0104
C -3.23188 5.18467 -3.48972 0.6 -0.1 0.4 -0.5627
O -3.05171 5.97051 -2.57269 -0.4 -1.0 -1.3 0.1016
O -4.29779 5.17049 -4.32928 0.6 0.0 0.4 -0.0142
C -5.26275 6.18816 -4.06985 -0.3 0.3 0.1 -0.0605
H -0.63710 3.22525 -3.41852 -0.3 0.1 0.0 0.0507
H -0.62137 4.97436 -3.12287 -0.2 -0.1 0.1 0.1002
H -1.49063 3.86400 -2.00070 0.1 0.2 -0.2 0.0985
H -4.81811 7.18141 -4.18984 0.0 -0.2 0.2 0.0957
H -5.68730 6.07106 -3.06755 0.2 0.1 -0.1 0.0964
H -6.07002 6.08238 -4.79972 0.3 -0.2 0.0 0.0902

---

2.
23
Properties=species:S:1:pos:R:3:forces:R:3:nbo_charge:R:1 method="wB97M-V/def2-TZVPD" homo_energy_ev=-8.88 charge=0
C -0.54868 -1.83039 1.52429 1.0 -1.2 5.2 -0.4102
C 0.21987 -2.76705 -0.44638 -2.8 -1.9 1.7 -0.4276
C 0.36224 -0.39165 -0.06855 1.4 2.0 4.3 -0.2640
C -0.34721 0.89428 0.25344 -1.8 0.2 1.8 -0.3797
C 0.53481 2.29545 0.19453 -5.9 -1.1 -1.3 -0.4168
C 0.79182 2.44880 -1.30810 -2.6 1.9 -1.4 -0.5122
H 0.56517 -1.95451 1.92039 -1.8 -0.3 0.1 0.1423
H -0.92700 -0.97065 2.22793 0.1 -1.7 -1.7 0.2180
H -1.11681 -2.84462 1.65666 0.9 2.1 0.2 0.2171
H 0.36801 -2.96310 -1.49687 -0.5 1.5 -0.8 0.2218
H 1.22090 -2.97113 -0.02413 -0.5 -0.3 0.5 0.1815
H -0.67521 -3.53890 -0.20345 2.8 0.9 -0.3 0.2042
H 1.27420 -0.15916 0.69209 -1.0 -1.6 -1.5 0.1560
H 0.65944 -0.28195 -1.04979 1.0 -0.5 -2.1 0.2229
H -1.14447 0.76024 1.09318 2.6 0.4 0.2 0.2462
H -0.15624 3.03705 0.69590 1.1 -0.6 -0.9 0.2706
H 1.45616 2.26688 0.60398 2.8 -0.6 2.0 0.2119
H 0.62871 3.53793 -1.78461 1.3 -2.5 1.4 0.2657
H 1.67851 1.88001 -1.45108 1.1 0.4 -0.9 0.2180
N -0.40269 -1.56470 0.20157 0.9 0.5 -5.0 -0.4592
O -2.16532 2.48248 -0.09219 -0.8 -2.4 -1.8 -0.9619
S -0.47117 1.51404 -2.37212 -0.3 0.6 0.0 -0.0542
S -1.80506 1.12064 -0.76670 0.9 4.2 0.3 1.1093

---

3.
48
Properties=species:S:1:pos:R:3:forces:R:3:nbo_charge:R:1 method="wB97M-V/def2-TZVPD" homo_energy_ev=-2.93 charge=-1
K 0.67519 0.43100 -0.64853 0.2 -0.6 -0.6 0.8254
C 1.01174 -3.22038 -0.89564 0.0 0.0 0.1 -0.6000
C 1.23329 -3.00613 0.60601 0.1 0.0 -0.1 -0.4273
C 2.70112 -3.03650 0.96836 -0.1 0.1 0.1 -0.0308
C 3.34780 -4.26279 0.95517 0.0 -0.1 0.0 -0.2105
C 4.69364 -4.36812 1.25524 0.0 0.0 0.0 -0.2394
C 5.39402 -3.21224 1.55611 0.0 -0.1 -0.1 -0.2097
C 4.79080 -1.95919 1.58228 0.0 0.2 0.0 -0.0681
C 5.70905 -0.77708 1.82598 -0.1 0.1 0.0 -0.4124
C 5.86476 0.15380 0.61649 -0.1 -0.1 0.2 -0.6015
C 3.40154 -1.85561 1.31357 0.2 -0.5 0.1 0.2088
N 2.62384 -0.69900 1.29132 -0.3 0.6 -0.3 -0.5843
C 2.75713 0.31758 2.07216 0.3 -0.4 0.1 0.1550
C 1.91210 1.45925 2.08183 -0.2 0.5 0.3 -0.0586
C 2.24567 2.68940 2.69482 0.1 -0.3 0.0 -0.2689
C 1.17195 3.53879 2.47411 -0.1 0.1 0.0 -0.3672
C 0.22591 2.76892 1.76933 0.0 0.1 0.2 -0.0605
N 0.65779 1.53026 1.52517 0.1 0.2 0.7 -0.5729
H -0.04688 -3.14874 -1.14993 0.0 0.0 0.0 0.2165
H 1.37567 -4.20117 -1.20759 0.0 0.0 0.0 0.1966
H 1.54669 -2.46934 -1.48057 0.0 0.0 0.0 0.2078
H 0.72758 -3.80067 1.16152 -0.1 0.0 0.0 0.1997
H 0.79799 -2.05555 0.90880 0.0 -0.1 0.1 0.2278
H 2.77563 -5.15118 0.70635 0.0 0.0 0.0 0.1986
H 5.19125 -5.32959 1.23630 0.0 0.0 0.0 0.2011
H 6.45747 -3.28197 1.75926 0.0 0.1 0.0 0.1944
H 6.69847 -1.16633 2.07499 0.0 -0.1 0.0 0.1966
H 5.39112 -0.20729 2.70009 0.1 0.0 -0.1 0.2029
H 6.25170 -0.40015 -0.24001 0.0 0.0 0.0 0.2029
H 6.55759 0.96338 0.85405 0.0 0.0 -0.1 0.2003
H 4.91558 0.59363 0.32219 -0.1 0.1 0.0 0.2169
H 3.54030 0.36371 2.83453 0.1 -0.1 -0.1 0.1463
H 3.17541 2.90422 3.20395 0.0 0.0 0.0 0.1956
H 1.07009 4.57077 2.77481 0.0 0.0 0.0 0.1994
H -0.77511 3.06430 1.47774 0.1 0.1 -0.1 0.1780
C 1.18220 -0.02693 -4.55471 0.0 0.0 -0.1 -1.0902
Si -0.49554 0.11833 -3.59757 -0.2 0.0 -0.3 0.6030
C -1.58983 -1.08459 -4.64579 0.0 0.0 0.0 -1.0841
C -1.15383 1.78135 -4.33726 0.0 0.0 0.0 -1.0862
H 1.06692 0.12931 -5.63606 0.0 0.0 0.0 0.1958
H 1.63209 -1.01470 -4.40811 0.0 0.0 0.0 0.2046
H 1.90334 0.71313 -4.18934 0.0 0.0 0.0 0.1992
H -1.54115 -0.84547 -5.71675 0.0 0.0 0.0 0.1916
H -2.63802 -1.01351 -4.33805 0.0 0.0 0.0 0.2054
H -1.28943 -2.13059 -4.52416 0.0 0.0 0.0 0.2037
H -1.14728 1.77213 -5.43605 0.0 0.0 0.0 0.1913
H -0.55933 2.64013 -4.00735 0.0 0.0 0.0 0.2019
H -2.18466 1.96152 -4.01575 0.0 0.0 0.0 0.2055

---

Number 1: electronic energy -91261.5467 eV, frontier orbital gap 6.44 eV, E_LUMO 0.088 Ha. Number 2: electronic energy -31636.5380 eV, frontier orbital gap 9.46 eV, E_LUMO 0.022 Ha. Number 3: electronic energy -46272.1627 eV, frontier orbital gap 5.54 eV, E_LUMO 0.096 Ha.